Here is C41H67As2BrMnNS2Sb2Si as an isolated structure in a non-equilibrium geometry from the Open Molecules 2025 dataset. Energies are from ωB97M-V with the def2-TZVPD basis set.

Geometry as XYZ:
```
118
Properties=species:S:1:pos:R:3
Mn -0.10 -0.30 0.57
C 0.32 -0.34 4.55
As -0.78 -0.52 2.97
C -1.82 -2.09 3.45
C -2.23 0.74 3.21
C -2.53 1.31 4.44
C -3.64 2.12 4.59
C -4.48 2.35 3.50
C -4.19 1.78 2.27
C -3.05 0.98 2.12
As -2.57 0.23 0.38
C -3.93 -1.13 0.21
C -3.32 1.57 -0.80
H -0.23 -0.69 5.43
H 0.64 0.69 4.68
H 1.20 -0.96 4.40
H -2.39 -1.88 4.35
H -1.17 -2.94 3.61
H -2.50 -2.32 2.63
H -1.88 1.13 5.29
H -3.87 2.55 5.55
H -5.36 2.97 3.61
H -4.85 1.96 1.44
H -4.89 -0.70 0.51
H -3.70 -1.99 0.84
H -3.99 -1.46 -0.83
H -4.41 1.51 -0.78
H -2.98 1.39 -1.82
H -2.99 2.56 -0.48
C -0.28 5.81 0.14
Sb -0.37 3.77 -0.52
C 1.76 3.56 -0.56
C -0.68 4.26 -2.63
C 0.49 3.98 -3.51
C 1.39 5.01 -3.77
C 2.52 4.83 -4.55
C 2.76 3.58 -5.12
C 1.86 2.55 -4.88
C 0.74 2.72 -4.08
C -0.17 1.53 -3.89
Sb 0.22 0.24 -2.20
C 1.95 -0.67 -3.00
C -1.21 -1.15 -2.97
H 0.31 6.40 -0.57
H 0.21 5.84 1.12
H -1.28 6.24 0.23
H 2.18 4.23 -1.31
H 2.06 2.53 -0.79
H 2.14 3.82 0.43
H -0.89 5.33 -2.63
H -1.58 3.73 -2.93
H 1.19 5.99 -3.35
H 3.20 5.65 -4.72
H 3.63 3.42 -5.74
H 2.04 1.58 -5.33
H -0.03 0.83 -4.72
H -1.22 1.81 -3.85
H 1.73 -1.04 -4.00
H 2.26 -1.49 -2.36
H 2.76 0.06 -3.04
H -0.91 -1.47 -3.97
H -2.18 -0.66 -3.03
H -1.29 -2.02 -2.32
S 2.36 -0.47 0.47
C 2.17 0.87 1.50
N 0.98 1.41 1.63
C 0.99 2.41 2.60
C -0.12 3.16 3.01
C 0.04 4.09 4.02
C 1.29 4.29 4.62
C 2.40 3.57 4.20
C 2.23 2.63 3.20
S 3.41 1.56 2.50
H -1.07 3.02 2.52
H -0.81 4.66 4.36
H 1.39 5.01 5.42
H 3.36 3.73 4.66
C 2.77 -5.00 0.63
C 1.85 -5.23 -0.58
C 2.09 -6.66 -1.12
C 2.27 -4.21 -1.65
Si 0.03 -5.11 -0.07
Br -0.20 -2.76 0.20
C -1.27 -5.42 -1.43
C -2.60 -4.67 -1.24
C -0.72 -5.01 -2.81
C -1.57 -6.94 -1.47
C -0.41 -5.73 1.65
C -0.09 -7.24 1.74
C -1.91 -5.53 1.93
C 0.36 -5.01 2.77
H 3.81 -4.99 0.27
H 2.70 -5.80 1.36
H 2.58 -4.05 1.12
H 3.14 -6.76 -1.39
H 1.50 -6.87 -2.02
H 1.85 -7.43 -0.39
H 3.34 -4.34 -1.83
H 2.11 -3.19 -1.31
H 1.76 -4.35 -2.60
H -2.46 -3.59 -1.18
H -3.13 -4.98 -0.35
H -3.24 -4.88 -2.10
H -0.41 -3.96 -2.83
H -1.52 -5.13 -3.55
H 0.11 -5.62 -3.12
H -2.06 -7.28 -0.56
H -0.67 -7.54 -1.62
H -2.24 -7.14 -2.30
H -0.58 -7.83 0.97
H -0.43 -7.62 2.71
H 0.98 -7.43 1.68
H -2.54 -6.14 1.28
H -2.21 -4.49 1.82
H -2.12 -5.84 2.96
H 1.41 -5.28 2.81
H -0.08 -5.29 3.74
H 0.30 -3.93 2.68
```

LUMO energy (alpha / beta): -2.144 / -2.046 eV
total charge: +1
strongest force on any atom: 1.85 eV/Å
multiplicity: 2
orbital gap (alpha / beta): 7.8 / 7.9 eV
electronic energy: -310753.8681 eV